[1]
{"formula": "C2H5InO9PS", "method": "ωB97M-V/def2-TZVPD", "elements": ["In", "C", "C", "O", "H", "H", "H", "H", "H", "P", "O", "O", "O", "O", "S", "O", "O", "O", "O"], "positions_angstrom": [[-1.033, -0.747, 0.269], [5.433, -0.688, 2.457], [4.606, 0.658, 2.465], [3.254, 0.450, 2.856], [4.930, -1.510, 1.948], [5.665, -0.952, 3.489], [6.392, -0.547, 1.959], [4.622, 0.945, 1.413], [5.189, 1.454, 2.928], [-5.414, 2.146, 0.826], [-6.068, 3.439, 1.390], [-4.742, 1.349, 1.944], [-4.296, 2.409, -0.232], [-6.407, 1.227, 0.061], [-2.405, -1.952, -4.820], [-1.898, -2.128, -6.117], [-2.102, -0.635, -4.251], [-3.847, -2.014, -4.713], [-1.879, -2.904, -3.871]], "forces_ev_per_angstrom": [[-0.3590, 0.2549, -0.5156], [0.1257, 1.0665, 0.5865], [-2.6162, -2.2816, -0.8429], [2.2611, 0.5628, 0.0256], [-0.3430, 0.1777, 0.1379], [-0.1447, -0.3700, 0.1644], [0.3788, 0.1281, -0.2165], [0.0609, 0.3817, -0.8141], [0.2156, 0.2536, 0.9417], [-0.4571, 0.7615, 0.1906], [0.5097, -1.5456, -0.8730], [0.3844, 0.0095, 0.1156], [-0.7017, -0.2833, 0.5558], [0.4379, 0.9668, 0.1914], [-1.3853, 1.5115, 3.9126], [1.5476, -0.6263, -4.3170], [1.3533, 2.4748, 0.1999], [-3.0524, -0.6936, -1.0267], [1.7845, -2.7491, 1.5841]], "mol_weight_g_mol": 350.9, "homo_ha": 0.0541, "e_above_lowest_ev": 2.6978, "charge": -3, "fmax_ev_per_a": 4.6, "multiplicity": 1}

***

[2]
{"formula": "C51H135N9O14", "method": "ωB97M-V/def2-TZVPD", "elements": ["C", "O", "H", "H", "H", "H", "C", "O", "H", "H", "H", "H", "C", "O", "H", "H", "H", "H", "C", "O", "H", "H", "H", "H", "C", "O", "H", "H", "H", "H", "C", "C", "C", "O", "C", "N", "H", "H", "H", "H", "H", "H", "H", "H", "H", "H", "H", "C", "C", "C", "O", "C", "N", "H", "H", "H", "H", "H", "H", "H", "H", "H", "H", "H", "C", "C", "C", "O", "C", "N", "H", "H", "H", "H", "H", "H", "H", "H", "H", "H", "H", "C", "C", "C", "O", "C", "N", "H", "H", "H", "H", "H", "H", "H", "H", "H", "H", "H", "C", "C", "C", "O", "C", "N", "H", "H", "H", "H", "H", "H", "H", "H", "H", "H", "H", "C", "C", "C", "O", "C", "N", "H", "H", "H", "H", "H", "H", "H", "H", "H", "H", "H", "C", "C", "C", "O", "C", "N", "H", "H", "H", "H", "H", "H", "H", "H", "H", "H", "H", "C", "C", "C", "C", "C", "C", "N", "O", "C", "C", "C", "H", "H", "H", "H", "H", "H", "H", "H", "H", "H", "H", "H", "H", "H", "H", "H", "H", "H", "H", "C", "C", "C", "C", "C", "C", "N", "O", "C", "C", "C", "H", "H", "H", "H", "H", "H", "H", "H", "H", "H", "H", "H", "H", "H", "H", "H", "H", "H", "H"], "positions_angstrom": [[-3.133, -3.920, 0.379], [-1.701, -3.803, 0.242], [-3.648, -3.533, -0.501], [-3.450, -4.963, 0.370], [-3.504, -3.498, 1.313], [-1.532, -2.971, -0.206], [0.368, 3.982, 1.035], [1.314, 5.070, 1.087], [0.806, 3.063, 1.425], [-0.577, 4.214, 1.526], [0.118, 3.793, -0.009], [1.776, 5.181, 0.253], [1.807, -1.020, -5.458], [1.465, -2.230, -4.761], [1.082, -0.273, -5.136], [2.794, -0.619, -5.229], [1.716, -1.038, -6.544], [2.232, -2.772, -4.960], [-1.419, -3.367, -5.469], [-1.325, -2.852, -4.182], [-1.212, -2.663, -6.275], [-0.818, -4.265, -5.610], [-2.447, -3.724, -5.536], [-0.412, -2.578, -4.062], [-1.684, 0.681, -5.648], [-0.592, 1.457, -6.105], [-2.400, 1.334, -5.147], [-2.063, 0.098, -6.487], [-1.291, 0.061, -4.843], [-0.917, 2.204, -6.614], [5.384, 0.235, -2.677], [5.734, 1.260, -1.555], [7.177, 1.118, -0.941], [7.244, -0.244, -0.562], [8.601, -0.697, -0.378], [5.536, 2.576, -2.139], [5.999, 0.491, -3.540], [4.323, 0.277, -2.923], [5.623, -0.802, -2.441], [5.096, 1.142, -0.680], [7.338, 1.724, -0.049], [7.935, 1.388, -1.676], [9.080, -0.809, -1.351], [8.467, -1.717, -0.018], [9.243, -0.151, 0.313], [4.584, 2.732, -2.440], [5.752, 3.356, -1.534], [-4.856, -1.599, -3.434], [-4.473, -0.121, -3.116], [-5.414, 0.880, -3.828], [-5.171, 0.741, -5.265], [-5.974, 1.591, -6.083], [-4.564, 0.006, -1.678], [-4.886, -1.716, -4.517], [-5.809, -1.889, -2.990], [-4.048, -2.176, -2.985], [-3.483, 0.242, -3.394], [-5.223, 1.911, -3.530], [-6.456, 0.704, -3.559], [-5.574, 1.613, -7.097], [-5.834, 2.653, -5.882], [-7.043, 1.380, -6.099], [-5.489, -0.152, -1.304], [-4.388, 0.945, -1.349], [-7.966, -0.111, 1.724], [-6.885, -0.287, 0.703], [-6.009, -1.521, 0.880], [-5.181, -1.446, 2.030], [-4.036, -0.652, 1.852], [-7.517, -0.211, -0.574], [-7.541, -0.088, 2.727], [-8.740, -0.876, 1.666], [-8.534, 0.813, 1.618], [-6.245, 0.594, 0.757], [-5.419, -1.768, -0.002], [-6.654, -2.380, 1.067], [-3.701, -0.141, 2.754], [-4.109, 0.071, 1.039], [-3.304, -1.379, 1.500], [-8.094, -1.012, -0.786], [-8.085, 0.624, -0.553], [4.461, -3.601, -2.582], [3.885, -4.824, -3.348], [2.494, -5.287, -2.931], [2.468, -6.002, -1.722], [1.143, -6.095, -1.181], [3.774, -4.330, -4.724], [4.825, -3.847, -1.585], [3.659, -2.893, -2.377], [5.234, -3.052, -3.121], [4.642, -5.591, -3.184], [2.021, -5.895, -3.703], [1.909, -4.378, -2.797], [0.659, -5.141, -0.970], [1.317, -6.791, -0.361], [0.510, -6.588, -1.920], [4.573, -3.899, -5.167], [3.702, -5.183, -5.259], [1.063, -3.460, 4.323], [-0.291, -2.753, 4.188], [-0.150, -1.394, 3.464], [0.570, -0.375, 4.176], [0.638, 0.840, 3.414], [-1.279, -3.680, 3.553], [1.723, -2.813, 4.900], [1.558, -3.651, 3.371], [0.946, -4.463, 4.734], [-0.728, -2.507, 5.155], [-1.134, -1.011, 3.194], [0.290, -1.543, 2.478], [1.161, 0.722, 2.465], [1.227, 1.400, 4.141], [-0.391, 1.191, 3.335], [-2.236, -3.381, 3.679], [-1.155, -3.804, 2.558], [-0.104, 3.009, -3.165], [1.401, 2.655, -3.535], [2.009, 3.709, -4.433], [2.139, 5.028, -3.850], [2.952, 5.855, -4.729], [2.129, 2.262, -2.369], [-0.720, 3.277, -4.024], [-0.140, 3.886, -2.519], [-0.670, 2.156, -2.792], [1.356, 1.717, -4.089], [1.425, 3.797, -5.349], [2.971, 3.231, -4.615], [3.918, 5.382, -4.901], [3.069, 6.878, -4.373], [2.426, 5.968, -5.677], [1.673, 1.497, -1.893], [2.168, 3.071, -1.766], [-1.059, 0.439, 0.106], [-0.634, -0.442, -1.147], [0.738, -1.057, -1.049], [1.706, -0.096, -0.597], [2.835, -0.649, -0.070], [-1.614, -1.478, -1.422], [-1.905, 1.106, -0.060], [-0.300, 1.112, 0.504], [-1.481, -0.111, 0.947], [-0.710, 0.151, -2.059], [0.994, -1.348, -2.067], [0.622, -1.888, -0.353], [2.684, -1.573, 0.487], [3.265, 0.020, 0.675], [3.514, -0.918, -0.879], [-1.346, -2.063, -2.200], [-2.447, -0.951, -1.639], [6.470, -3.270, 2.086], [5.877, -2.396, 3.298], [6.804, -2.793, 4.459], [6.790, -1.822, 5.628], [7.149, -0.432, 5.114], [6.278, 0.026, 3.892], [6.089, -1.016, 2.877], [5.338, -0.689, 1.753], [4.993, 0.479, 4.534], [6.990, 1.227, 3.250], [4.430, -2.748, 3.638], [6.345, -4.353, 2.089], [7.552, -3.151, 2.030], [6.037, -2.901, 1.156], [6.496, -3.744, 4.893], [7.842, -2.865, 4.133], [7.411, -2.058, 6.492], [5.790, -1.857, 6.059], [8.221, -0.294, 4.968], [6.992, 0.235, 5.963], [4.503, -0.173, 5.257], [5.148, 1.393, 5.109], [4.315, 0.789, 3.739], [7.230, 1.955, 4.025], [7.830, 0.858, 2.660], [6.317, 1.625, 2.491], [3.817, -2.276, 2.870], [3.992, -2.272, 4.516], [4.174, -3.804, 3.557], [6.013, -0.513, 1.093], [-7.393, 3.706, 2.228], [-6.790, 4.202, 3.497], [-6.949, 3.046, 4.598], [-6.051, 1.855, 4.384], [-4.627, 2.367, 4.524], [-4.227, 3.495, 3.515], [-5.353, 4.511, 3.438], [-5.040, 5.557, 2.651], [-2.962, 4.145, 4.183], [-3.873, 2.888, 2.196], [-7.634, 5.355, 4.172], [-7.574, 4.414, 1.419], [-8.408, 3.411, 2.494], [-6.897, 2.834, 1.803], [-6.713, 3.476, 5.571], [-7.998, 2.753, 4.572], [-6.170, 1.473, 3.370], [-6.113, 1.097, 5.165], [-3.897, 1.567, 4.397], [-4.597, 2.623, 5.583], [-2.203, 3.394, 4.407], [-2.474, 4.812, 3.473], [-3.254, 4.605, 5.127], [-3.514, 3.685, 1.545], [-3.107, 2.113, 2.211], [-4.733, 2.452, 1.688], [-7.575, 5.383, 5.260], [-8.672, 5.360, 3.838], [-7.352, 6.362, 3.865], [-4.800, 6.175, 3.346]], "forces_ev_per_angstrom": [[0.5652, -0.4802, -0.4373], [-0.9896, -1.0480, 0.7431], [0.0028, 0.6253, 0.0876], [0.5174, -0.2793, 0.2091], [-0.0193, 0.3084, -0.0756], [-0.1794, 0.7991, -0.4350], [0.6442, 0.2868, -1.1364], [-0.5915, -0.1844, 0.6916], [-0.0117, 0.0294, 0.2636], [0.3000, 0.2781, 0.3350], [-0.1339, -0.1775, -0.1037], [-0.2168, -0.2622, -0.0751], [-1.0318, 0.9352, 0.4472], [0.6480, 0.9486, -0.8413], [0.0559, 0.1023, -0.0076], [0.1909, -0.3119, 0.3080], [-0.0727, -0.6065, -0.1253], [0.1865, -1.2273, 0.4488], [-0.9212, -1.0685, -0.4785], [0.2489, 0.5947, 0.7279], [0.0510, 0.2097, 0.0776], [0.4010, 0.0306, -0.0098], [-0.1323, 0.1725, -0.3872], [0.5414, 0.0789, -0.0626], [0.4831, 0.4488, 0.3994], [0.6968, 0.3129, -0.1344], [-0.5438, -0.1631, -0.4079], [-0.5168, -0.1366, 0.3902], [-0.0199, -0.4520, -0.2431], [-0.0726, -0.0463, -0.0309], [0.7939, 0.1659, 0.7176], [0.2790, 0.1321, 0.2726], [-1.4032, -0.3840, -1.0468], [1.4477, 0.0461, 0.5903], [-1.0691, -1.2222, -0.4314], [0.4882, 0.6708, -0.3933], [-0.1852, 0.1365, -0.2034], [0.0184, 0.2753, -0.0410], [-0.0107, 0.0897, 0.3947], [-0.4223, -0.4479, 0.0231], [-0.2429, 0.4109, 0.0298], [0.1595, -0.1503, -0.2220], [0.1801, 0.3886, -0.1230], [0.2305, 0.0292, 0.2758], [-0.3580, 0.4211, 0.0604], [-0.2767, -0.4136, -0.0333], [0.2055, -0.1429, 0.3335], [1.3572, 1.2782, -0.3257], [-1.9739, 0.4428, -0.0287], [0.3306, -0.4416, -1.1815], [-0.8836, 0.4993, 0.6328], [0.8489, 0.5517, -0.1891], [0.4476, 0.4751, 1.0386], [0.0065, -0.3096, 0.0885], [-0.0175, 0.2862, 0.0501], [-0.1612, -0.4655, -0.2334], [0.3345, -0.8662, -0.2883], [0.3764, 0.2114, 0.0771], [-0.2631, -0.3633, -0.1938], [-0.0649, -0.9509, -0.1565], [-0.1490, 0.2439, 0.9498], [0.0110, -0.3311, 0.1808], [-0.4928, -0.4592, -0.5264], [0.4953, 0.4022, -0.2071], [-0.1904, -0.1336, 1.6786], [-0.0629, 0.4487, 0.4567], [-0.2879, -0.4889, 0.5620], [-1.1289, 0.5547, 0.4235], [0.7779, -0.7576, -0.9382], [0.3993, -0.0153, -1.8306], [-0.1904, -0.2047, 0.1952], [0.2218, -0.4293, 0.0057], [0.3195, 0.3140, -0.2708], [0.3670, 0.1383, 0.1182], [0.0831, 0.2863, -0.1719], [-0.1517, -0.1334, -0.0069], [-0.3009, -0.2511, 0.1645], [-0.3280, 0.2057, 0.0393], [0.8031, 0.3574, 0.1563], [-0.1995, -0.0369, 0.1230], [-0.2793, -0.1177, -0.4221], [-1.1009, -0.1634, 1.0444], [1.6128, 1.8612, 0.6722], [-0.0346, 0.5023, 0.5200], [0.2065, 0.5145, 0.1364], [0.9584, -0.9730, -0.7783], [-0.7753, -1.3386, -1.0037], [0.2198, -0.2462, -0.0675], [-0.1772, 0.2220, -0.2411], [0.0715, -0.3610, -0.1499], [-0.1660, -0.5777, -0.4356], [0.0246, -0.0436, -0.4210], [-0.3307, 0.2538, -0.2540], [0.3342, 0.1298, 0.4858], [-0.6832, 0.4836, 0.3643], [-0.2441, -0.2063, -0.0959], [0.5342, 0.2807, 0.8507], [-0.5932, -0.0802, -0.6821], [-0.3237, 0.2007, 0.0017], [-0.4016, -0.1525, -0.6389], [-0.0792, 0.1511, -0.3852], [-0.3030, -1.3630, -0.7831], [0.1966, -1.0904, 1.9823], [0.5597, 0.5529, 0.3741], [0.1127, -0.3043, 0.1827], [-0.2047, 0.3659, -0.3633], [-0.0592, 0.2360, 0.5076], [0.2927, -0.2134, 0.3115], [-0.5543, 0.1063, 0.3543], [0.5753, -0.2151, -0.2469], [-0.1261, -0.0242, -0.1505], [-0.0899, 0.9101, -0.6507], [0.0608, 0.5331, -0.4635], [-0.0264, 0.2340, 0.1574], [0.3131, 0.0711, -0.3099], [0.3964, 0.1026, -0.9058], [-3.3732, -0.2662, 0.1579], [0.5003, -0.0641, 0.7163], [0.7331, -0.2593, -0.4934], [-0.9104, -0.6225, 0.1385], [1.1951, 1.0793, 0.1375], [0.3474, 0.2222, -0.4737], [0.0056, -0.2126, 0.3772], [0.4047, -0.0272, 0.6753], [-0.0943, 0.2953, -0.7841], [0.0238, -0.1709, -0.1435], [0.6216, 0.6718, -0.5652], [0.0990, 0.0776, 0.0383], [-0.0402, -0.3156, 0.6448], [0.0269, -0.2058, -0.3100], [0.0710, -0.0311, 0.2442], [0.0929, -0.1015, 0.5814], [-0.2892, -0.2063, -0.3907], [-0.6676, 1.5279, 0.5211], [0.0194, 1.0363, 0.1570], [-2.6727, 0.0563, -0.3152], [1.5835, -0.8823, 0.6529], [-0.0900, -0.3487, 1.2535], [-0.1273, 0.0972, -0.9194], [0.3897, -0.3499, -0.2993], [0.5726, -0.7575, -0.0126], [0.7400, 0.9703, 0.1865], [0.3145, -0.6860, -0.0133], [0.5558, -0.3112, 0.0414], [-0.4893, -0.2693, 0.0982], [0.2654, 0.2221, -0.4160], [0.5865, 0.1864, 0.0924], [-0.1658, 0.1283, -0.3654], [-0.6686, -0.5751, -0.1184], [-0.7288, 0.5806, 0.0784], [1.2263, -1.8701, -0.6783], [0.4910, 0.3996, 1.2447], [-0.3916, 0.5266, -0.3843], [-0.1638, -0.2756, 0.1681], [0.4483, 0.1961, 1.1552], [2.0186, -0.9494, 1.4529], [-0.7147, 0.6180, 0.4698], [-1.0962, 1.3368, -0.1917], [-0.8625, -0.7838, -0.5271], [-0.8436, 0.7232, -1.2595], [-0.5562, -0.0265, 0.5330], [-0.0138, 0.4471, 0.1029], [-0.0041, -0.0838, -0.0831], [-0.0296, -0.3600, -0.5957], [-0.0027, -0.1630, -0.2706], [0.4218, -0.4369, -0.3181], [-0.2834, 0.4133, -0.0478], [0.1843, -0.5457, -0.6114], [-0.4372, 0.5175, -0.2350], [0.1002, -0.4657, -0.4375], [0.2931, 0.1930, 0.0125], [-0.4626, -0.2816, 0.0350], [0.1995, 0.0891, -0.3383], [0.4573, 0.1143, 0.4438], [-0.1414, 0.5294, 0.1691], [-0.1093, -0.0418, -0.4089], [0.5712, -0.3422, 0.4724], [0.3288, -0.0669, 0.4160], [0.2307, 0.0236, -0.6439], [-1.3540, -0.1957, -0.8861], [0.5297, -0.6764, 2.5686], [-0.0937, 0.3808, -0.8172], [1.0433, 0.4743, -0.6465], [-0.1621, 0.0774, -0.4198], [-0.6481, -0.0655, 2.4643], [0.0879, -2.8875, 2.4281], [0.4923, 1.8246, -1.0838], [-0.6671, -0.2384, -0.9423], [0.0020, 0.2317, -1.3450], [0.5225, 0.6944, -1.1220], [0.5751, 0.4065, 0.0963], [-0.1734, -0.3508, -0.1026], [0.1355, 0.0445, 0.1172], [-0.1236, 0.0711, 0.0360], [-0.1158, 0.0797, 0.1831], [-0.2839, -0.5419, 0.1591], [-0.7266, -0.2736, -0.3193], [0.0358, -0.1235, -0.0511], [0.5966, 0.7600, -0.0193], [-0.1729, -0.3105, 0.0006], [-0.1177, 0.4724, 0.2445], [0.0952, 0.2965, -0.1877], [0.0631, 0.0454, -0.1872], [0.1402, 0.0875, 0.4046], [-0.1565, -0.0614, 0.0930], [-0.0228, -0.3983, -0.0929], [-0.1658, -0.6234, 0.2314], [0.5776, 0.0044, -0.2880], [0.2333, 0.8506, -0.5620]], "mol_weight_g_mol": 1098.7, "homo_ha": -0.2906, "e_above_lowest_ev": 0.0537, "fmax_ev_per_a": 3.8, "multiplicity": 1}